1.
Molecular formula: C4H6FNO
Method: DFT, ωB97M-V/def2-TZVPD

As for the charge: 0. Its gap between HOMO and LUMO (alpha / beta) is 7.18 / 7.33 eV. The calculation puts the energy above the lowest of the compared OMol25 structures with the same formula, charge and spin at 34.9 kcal/mol. As for the spin multiplicity: 3. Its largest force on an atom is 0.0836 Eh/bohr.

Each line ends with the Mulliken charge.
Atoms and positions in Å:
C -2.9566 -1.0288 -0.1806  -0.52
C 3.1358 1.3355 -1.0797  0.06
C -2.5157 -0.6823 1.0274  0.04
C 1.6090 0.0187 0.4186  -0.51
N 2.5458 0.8055 0.0717  -0.13
O 4.3059 1.2380 -1.2924  -0.36
F -1.3719 -0.1534 1.3647  -0.17
H -2.4029 -0.8674 -1.1286  0.23
H -4.0138 -1.4160 -0.3928  0.20
H 2.5084 2.1210 -1.6732  0.29
H 1.2379 0.0193 1.3754  0.38
H 1.2859 -0.7445 -0.2805  0.28
H -3.3677 -0.6458 1.7699  0.21

=====

2.
Molecular formula: C9H9O4
Method: DFT, ωB97M-V/def2-TZVPD

As for the charge: -1. Its gap between HOMO and LUMO is 7.90 eV. The calculation puts the energy above the lowest of the compared OMol25 structures with the same formula, charge and spin at 0.0 kcal/mol. Its largest force on an atom is 0.0867 Eh/bohr. As for the SMILES: CC(=O)C(=C=O)/C(C(C)=O)=C(\C)[O-].

Each line ends with the Mulliken charge.
Atoms and positions in Å:
C -1.3762 -0.2731 -0.1735  -0.35
C -1.8671 -1.3656 -0.6143  0.41
C -2.0974 0.8671 0.3437  0.90
C 0.6379 -0.6919 1.3570  0.79
C 1.0562 -0.3259 -1.1035  0.94
C 0.2747 -0.3373 0.0405  -0.32
C -1.2263 1.9537 0.7896  -1.08
C 2.1250 -0.7928 1.6637  -0.91
C 0.4525 -0.1257 -2.4658  -1.14
O -3.2996 0.8846 0.4313  -0.67
O -2.2400 -2.3913 -1.0887  -0.55
O -0.1718 -0.9452 2.2939  -0.74
O 2.3262 -0.3923 -1.0604  -0.79
H -1.7024 2.9836 0.8722  0.36
H -0.3298 1.9343 0.1227  0.38
H -0.8575 1.5532 1.8405  0.16
H 2.4573 0.1213 1.0282  0.26
H 2.5270 -1.6891 1.1096  0.22
H 2.3214 -0.7622 2.8411  0.25
H -0.6576 0.2306 -2.3923  0.23
H 0.6179 -1.1322 -2.8961  0.28
H 1.0296 0.6963 -2.9394  0.35

=====

3.
Molecular formula: C7H7N
Method: DFT, ωB97M-V/def2-TZVPD

As for the charge: 0. Its gap between HOMO and LUMO is 10.46 eV. The calculation puts the energy above the lowest of the compared OMol25 structures with the same formula, charge and spin at 75.6 kcal/mol. Its largest force on an atom is 0.1074 Eh/bohr. As for the SMILES: c1ccncc1.C#C.

Each line ends with the Mulliken charge.
Atoms and positions in Å:
C -0.8152 1.1091 -0.0494  -0.11
C -2.1535 1.1686 -0.0882  -0.48
C -2.8143 -0.0943 0.0763  -0.06
C -2.0170 -1.1861 0.0015  -0.31
C -0.6663 -1.1307 -0.1235  -0.23
C 4.9329 -0.1087 0.0477  -0.26
C 3.6949 0.0741 -0.0886  -0.30
H -0.3692 2.0202 0.2635  0.34
H -2.6355 2.2237 -0.0383  0.26
H -3.9030 -0.1215 0.2175  0.35
H -2.7542 -2.0197 0.3029  0.20
H -0.0964 -2.0789 -0.1530  0.33
H 5.9538 0.1553 0.2242  0.30
H 2.6223 0.4059 0.1139  0.28
N 0.0305 0.0605 0.0592  -0.30

=====

4.
Molecular formula: C34H25Co2N2O6
Method: DFT, ωB97M-V/def2-TZVPD

As for the charge: -1. Its gap between HOMO and LUMO is 6.13 eV. The calculation puts the energy above the lowest of the compared OMol25 structures with the same formula, charge and spin at 0.0 kcal/mol. Its largest force on an atom is 0.1007 Eh/bohr.

Each line ends with the Mulliken charge.
Atoms and positions in Å:
N 7.0758 -0.6624 3.3145  -0.61
C 5.9349 -0.4573 3.1412  0.04
C 4.5306 -0.2166 2.9334  0.46
C 3.5942 -1.0379 3.5683  -0.86
C 2.2427 -0.8931 3.3112  -0.34
C 1.7869 -0.0185 2.2905  0.11
C 0.4147 -0.0091 1.8475  -1.01
C -0.4951 -1.0424 2.0783  0.80
N -1.8165 -0.7754 2.2478  0.30
C -2.3352 0.5874 2.3839  -0.14
C -3.8629 0.4539 2.4033  -0.64
C -4.1809 -0.9937 2.0119  -0.64
C -2.8598 -1.7784 2.0926  -0.84
C -0.0376 -2.4538 2.1762  -0.68
C 0.9920 -2.9339 1.3494  0.48
C 1.4409 -4.2454 1.4526  -1.26
C 0.8923 -5.0956 2.4180  -0.42
C -0.1062 -4.6223 3.2755  -0.88
C -0.5470 -3.3069 3.1668  -0.13
C 2.7234 0.9139 1.7719  -0.38
C 4.0687 0.8050 2.0878  -0.84
H 3.9425 -1.7899 4.2714  0.44
H 1.5100 -1.4700 3.8753  0.46
H 0.0201 0.9464 1.5306  1.08
H -1.9339 1.0884 3.2834  0.32
H -2.0226 1.1872 1.5168  -0.23
H -4.2194 0.6874 3.4129  0.31
H -4.3150 1.1729 1.7108  0.29
H -4.9220 -1.4443 2.6769  0.34
H -4.5634 -1.0411 0.9844  0.24
H -2.7124 -2.3725 1.1796  0.36
H -2.8944 -2.4788 2.9396  0.50
H 1.4490 -2.2548 0.6348  0.70
H 2.2367 -4.6059 0.7952  0.43
H 1.2836 -6.1106 2.5365  0.36
H -0.5289 -5.2607 4.0526  0.39
H -1.2690 -2.9176 3.8844  0.54
H 2.3607 1.7090 1.1178  0.46
H 4.7870 1.5097 1.6724  0.44
O 3.0722 0.5574 -2.7945  -0.47
C 1.9828 0.4846 -2.4059  -0.04
Co 0.3425 0.4352 -1.8194  1.04
C 0.3447 -1.3399 -1.6591  0.13
O 0.4615 -2.4940 -1.6376  -0.50
C 0.2883 1.6953 -0.6451  -0.29
O 0.2425 2.5818 0.1180  -0.41
C -0.5094 1.5173 -3.1167  1.21
C 0.1682 2.7252 -3.6033  0.47
C 0.5021 3.8294 -2.7856  -0.04
C 1.1554 4.9401 -3.3172  -0.92
C 1.4901 4.9696 -4.6727  -0.40
C 1.1350 3.9001 -5.5034  -0.66
C 0.5157 2.7682 -4.9679  -0.57
C -1.0867 0.4189 -3.8223  -0.06
C -0.9190 -0.4741 -4.8119  -0.77
Co -2.0507 0.8717 -2.4468  0.04
C -2.6222 2.0498 -1.2753  0.22
O -3.0027 2.7842 -0.4589  -0.41
C -2.1266 -0.6502 -1.4971  0.20
O -2.4723 -1.5624 -0.8565  -0.56
C -3.5565 0.8109 -3.3995  0.03
O -4.5803 0.8353 -3.9356  -0.43
H 0.2685 3.8218 -1.7248  0.48
H 1.3918 5.7776 -2.6540  0.37
H 2.0202 5.8307 -5.0835  0.36
H 1.3327 3.9250 -6.5747  0.37
H 0.2983 1.8987 -5.5907  0.25
H -1.7880 -1.0518 -5.1334  0.14
H 0.0375 -0.6288 -5.3229  0.32

=====

5.
Molecular formula: C3H5NO2
Method: DFT, ωB97M-V/def2-TZVPD

As for the charge: 0. Its gap between HOMO and LUMO is 11.54 eV. The calculation puts the energy above the lowest of the compared OMol25 structures with the same formula, charge and spin at 28.1 kcal/mol. Its largest force on an atom is 0.0153 Eh/bohr. As for the SMILES: [H]/N=C/OC(C)=O.

Each line ends with the Mulliken charge.
Atoms and positions in Å:
C -1.2596 0.3215 0.0731  -0.87
C -0.6530 -0.9935 -0.2630  0.58
O -1.1367 -1.9026 -0.8670  -0.49
O 0.7123 -1.0925 0.0747  -0.37
C 1.5139 -0.0272 0.3582  0.16
N 1.1271 1.1521 0.5833  -0.58
H -1.0105 0.6415 1.0894  0.33
H -0.7033 0.9321 -0.6418  0.29
H -2.3175 0.4130 -0.1497  0.32
H 2.5490 -0.3731 0.3589  0.41
H 1.9017 1.7844 0.7334  0.22

=====

6.
Molecular formula: C9H25NNbO
Method: DFT, ωB97M-V/def2-TZVPD

As for the charge: -1. Its gap between HOMO and LUMO is 6.63 eV. The calculation puts the energy above the lowest of the compared OMol25 structures with the same formula, charge and spin at 0.0 kcal/mol. Its largest force on an atom is 0.0374 Eh/bohr.

Each line ends with the Mulliken charge.
Atoms and positions in Å:
C -3.2314 3.0234 1.1621  -1.13
C -2.8507 2.7369 -0.2856  -0.53
C -1.5562 1.9475 -0.4011  -0.49
C -1.5923 0.5602 0.2445  -0.83
Nb 0.4063 -0.2049 0.9529  -0.71
C 2.5817 -0.7027 1.4582  -0.86
N 3.5989 0.3618 1.3668  -0.49
C 4.0031 0.7168 0.0214  -0.71
C 0.6027 -2.0840 -0.2906  -1.38
C -0.5378 -2.4648 -1.2074  0.84
C -0.3441 -3.7907 -1.9070  -1.53
O -0.7491 -1.4340 -2.1804  -0.60
H -2.3420 3.0705 1.7849  0.28
H -3.8812 2.2627 1.5809  0.30
H -3.7598 3.9696 1.2466  0.35
H -2.7408 3.6780 -0.8243  0.35
H -3.6603 2.1983 -0.7785  0.29
H -1.2871 1.8348 -1.4492  0.35
H -0.7669 2.5539 0.0426  0.24
H -2.1488 0.6221 1.1837  0.51
H -2.1553 -0.1117 -0.4026  0.34
H -0.3665 -1.1538 2.3686  -0.04
H 0.7307 1.2228 2.0904  -0.06
H 1.0653 0.8151 -0.4616  0.02
H 2.4994 -0.9684 2.5158  0.36
H 2.9968 -1.5822 0.9671  0.52
H 3.2179 1.1729 1.8300  0.31
H 3.6401 1.6974 -0.2798  0.23
H 3.5901 0.0063 -0.6904  0.18
H 5.0878 0.7077 -0.0852  0.27
H 1.4992 -2.0252 -0.9147  0.38
H 0.8030 -2.9136 0.3919  0.57
H -1.4643 -2.5253 -0.6306  0.27
H -0.6375 -4.6159 -1.2655  0.35
H 0.6970 -3.9221 -2.1908  0.31
H -0.9523 -3.8204 -2.8064  0.39
H 0.0045 -0.8391 -2.1564  0.32

=====

7.
Molecular formula: C22H26N4O3
Method: DFT, ωB97M-V/def2-TZVPD

As for the charge: 0. Its gap between HOMO and LUMO is 8.98 eV. The calculation puts the energy above the lowest of the compared OMol25 structures with the same formula, charge and spin at 53.9 kcal/mol. Its largest force on an atom is 0.0171 Eh/bohr. As for the SMILES: COc1ccccc1-n1c(C)nc2cc(C(=O)NCCN3CCOCC3)ccc21.

Each line ends with the Mulliken charge.
Atoms and positions in Å:
C -2.8550 -2.6326 -1.6317  -0.98
H -1.8093 -2.9255 -1.5551  0.25
O -2.9951 -1.5165 -0.7875  -0.32
C -4.2082 -0.9102 -0.7005  0.79
C -5.3637 -1.3279 -1.3485  -0.61
C -6.5557 -0.6461 -1.1628  -0.67
C -6.6158 0.4587 -0.3348  -0.83
C -5.4695 0.8924 0.3094  -0.13
C -4.2711 0.2212 0.1336  -0.42
N -3.1014 0.6565 0.7815  0.41
C -1.9285 1.0306 0.1707  0.71
C -1.5705 1.1963 -1.1569  -0.48
C -0.2864 1.6285 -1.4066  -1.36
C 0.6272 1.8900 -0.3741  0.76
C 0.2595 1.7477 0.9563  -0.62
C -1.0313 1.3184 1.2265  0.15
N -1.6605 1.1022 2.4270  -0.85
C -2.8663 0.7174 2.1374  0.92
C -3.8993 0.3568 3.1380  -1.46
H -3.4092 0.1202 4.0777  0.40
H -4.4819 -0.4969 2.7962  0.34
H -4.5787 1.1921 3.3063  0.26
H 0.9240 1.9941 1.7691  0.62
C 1.9896 2.3392 -0.7810  0.21
O 2.2060 2.9143 -1.8324  -0.69
N 2.9714 2.0695 0.1200  -0.12
H 2.7856 1.3882 0.8387  0.34
C 4.3641 2.2264 -0.2238  -1.00
H 4.4487 3.0857 -0.8916  0.43
H 4.9261 2.4121 0.6940  0.39
C 4.8938 0.9659 -0.9267  -0.91
N 4.5873 -0.2054 -0.1135  0.36
C 5.7520 -0.9307 0.3568  -0.68
C 5.2964 -1.9989 1.3530  -0.72
O 4.3709 -2.8865 0.7714  -0.39
C 3.2490 -2.1852 0.2895  -0.67
C 3.6531 -1.1263 -0.7368  -0.56
H 2.7667 -0.5773 -1.0609  0.37
H 4.1016 -1.6290 -1.6127  0.31
H 2.5916 -2.9303 -0.1615  0.32
H 2.7260 -1.6967 1.1262  0.32
H 6.1405 -2.6079 1.6806  0.34
H 4.8402 -1.5050 2.2246  0.33
H 6.4275 -0.2342 0.8572  0.43
H 6.2923 -1.4201 -0.4735  0.36
H 4.4126 0.8883 -1.9063  0.41
H 5.9718 1.0638 -1.0871  0.46
H 0.0504 1.7848 -2.4204  0.47
H -2.2670 1.0022 -1.9584  0.51
H -5.4933 1.7634 0.9463  0.51
H -7.5459 0.9863 -0.1944  0.39
H -7.4425 -0.9889 -1.6737  0.40
H -5.3455 -2.1902 -1.9957  0.42
H -3.0850 -2.3810 -2.6717  0.38
H -3.4892 -3.4640 -1.3077  0.37

=====

8.
Molecular formula: C5H8NS
Method: DFT, ωB97M-V/def2-TZVPD

As for the charge: +1. Its gap between HOMO and LUMO is 6.09 eV. The calculation puts the energy above the lowest of the compared OMol25 structures with the same formula, charge and spin at 62.3 kcal/mol. Its largest force on an atom is 0.1065 Eh/bohr.

Each line ends with the Mulliken charge.
Atoms and positions in Å:
C 0.8443 0.1779 -0.6755  -0.98
C 1.7638 0.2628 0.6155  0.14
C -1.2602 1.0977 0.0574  -1.10
C -0.5889 -0.0299 -0.2220  0.67
C 3.1150 -0.0394 0.3291  0.17
N -0.8609 -1.3072 0.0189  -0.51
S 4.5803 -0.1325 -0.1288  -0.06
H 1.1739 -0.6111 -1.3190  0.48
H 0.7627 1.1207 -1.3642  0.37
H 1.3712 -0.5780 1.3175  0.32
H 1.7742 1.2589 1.0232  0.36
H -2.1716 1.1210 0.5368  0.34
H -0.8390 2.1250 0.0988  0.23
H -0.6918 -1.9848 -0.7333  0.26
H -1.8958 -1.5164 0.1706  0.31